Entry from OMol25: an isolated molecule of C16H15N3O2 at a distorted geometry (the ωB97M-V functional and the def2-TZVPD basis).

Geometry (Å):
C -0.36484 -2.62324 -1.41663
C 0.24911 -2.34023 -0.07976
C -0.10553 -3.06629 1.04949
C 0.45254 -2.77607 2.28004
C 1.36456 -1.74054 2.43790
C 1.95358 -1.42740 3.77991
C 1.70835 -1.00460 1.30500
O 2.60345 0.06623 1.38626
C 1.99377 1.27735 1.78081
C 0.72015 1.49785 1.03665
N 0.56198 1.84707 -0.19915
C -0.79443 1.77827 -0.37131
C -1.44221 2.06502 -1.63304
C -0.69167 2.45637 -2.74049
C -1.35199 2.71081 -3.92910
C -2.73180 2.56294 -3.96160
N -3.45070 2.18973 -2.91450
C -2.82627 1.94685 -1.78024
N -1.41852 1.41316 0.71950
O -0.44354 1.22759 1.64202
C 1.16786 -1.31089 0.06475
H -1.17956 -1.92277 -1.60639
H -0.76923 -3.63160 -1.45314
H 0.36878 -2.50550 -2.21113
H -0.82317 -3.86918 0.96411
H 0.17187 -3.35971 3.14498
H 1.28520 -0.77677 4.34613
H 2.09504 -2.34063 4.35346
H 2.91326 -0.92822 3.66581
H 2.71035 2.06687 1.54421
H 1.76495 1.27865 2.85579
H 0.37973 2.55252 -2.65005
H -0.81073 3.01652 -4.81092
H -3.29371 2.75006 -4.86726
H -3.43776 1.64313 -0.94209
H 1.47113 -0.72337 -0.79003

Cartesian forces (eV/Å) of the 3 atoms listed first:
-0.038 0.060 0.011
0.048 0.014 0.095
-0.008 -0.001 -0.041

As for the net charge: 0. Its LUMO energy is 0.37 eV. The HOMO-LUMO gap comes out at 0.34008 Ha. The HOMO energy is -8.9 eV. The SMILES is Cc1ccc(C)c(OCc2nc(-c3cccnc3)no2)c1. Its spin multiplicity is 1.



Entry from OMol25: an isolated molecule of C16H15N3O5 (the ωB97M-V functional and the def2-TZVPD basis).

Geometry (Å):
O 2.79162 -3.97878 -0.28731
C 1.61684 -3.72864 -0.28012
O 0.99167 -3.28021 0.81652
C 0.69934 -3.90594 -1.46463
C -0.66069 -3.22642 -1.30717
C -0.47938 -1.71748 -1.31426
O -0.02231 -1.11210 -2.25909
N -0.78876 -1.11910 -0.13568
N -0.82275 0.26687 0.00198
C -2.05442 0.85375 0.14699
O -3.05345 0.16486 0.24050
C -2.02298 2.31789 0.26588
C -3.21209 3.03857 0.29243
C -3.19569 4.40665 0.47548
C -1.98289 5.05941 0.65256
C -0.79341 4.35840 0.62801
C -0.79680 2.98017 0.41995
N 0.36197 2.24317 0.43357
C 0.40755 0.99151 -0.28591
C 1.59168 0.19026 0.15843
C 2.60437 -0.37981 -0.55534
C 3.44676 -1.00970 0.39215
C 2.87864 -0.77547 1.60599
O 1.75584 -0.04884 1.47684
H 1.62967 -3.17568 1.54087
H 0.57336 -4.98105 -1.61591
H 1.21471 -3.50983 -2.34224
H -1.15572 -3.56142 -0.39777
H -1.27982 -3.48205 -2.16850
H -1.32238 -1.60802 0.57109
H -4.13727 2.49594 0.17286
H -4.11852 4.96504 0.49058
H -1.96499 6.12836 0.80603
H 0.14796 4.87088 0.76537
H 1.22836 2.76013 0.44177
H 0.49489 1.13970 -1.38273
H 2.72032 -0.36359 -1.61873
H 4.33463 -1.57078 0.18852
H 3.17179 -1.04816 2.60107

Cartesian forces (eV/Å) of the 3 atoms listed first:
0.133 -0.112 -0.121
0.416 -0.157 -0.017
-0.462 0.006 0.370

As for the net charge: 0. Its LUMO energy is 0.58 eV. The HOMO-LUMO gap comes out at 0.32732 Ha. The HOMO energy is -8.3 eV. The SMILES is O=C(O)CCC(=O)NN1C(=O)c2ccccc2N[C@H]1c1ccco1. Its spin multiplicity is 1.



Entry from OMol25: a structure of composition C16H15N7O5S2Sn at a distorted geometry (the ωB97M-V functional and the def2-TZVPD basis).

Geometry (Å):
Sn -0.27777 0.25906 0.31045
N -0.09797 1.11638 4.75295
C 0.08477 0.52417 3.53609
S -1.36709 0.26242 2.60417
N 1.28771 0.27586 3.16224
N 1.41456 -0.29114 1.93297
C 2.57849 -0.72378 1.61418
C 2.89903 -1.32582 0.35887
C 4.25916 -1.56704 0.08088
C 4.66432 -2.11023 -1.10916
C 3.69731 -2.44554 -2.06710
C 2.36431 -2.22537 -1.81533
C 1.92257 -1.67543 -0.59560
O 0.61509 -1.54543 -0.39558
H -1.02605 1.11205 5.13606
H 0.67525 1.08809 5.39777
H 3.37555 -0.64509 2.35212
H 4.99269 -1.28546 0.82910
H 5.71484 -2.26660 -1.31372
H 4.00347 -2.87503 -3.01243
H 1.60309 -2.45835 -2.55039
O -5.96911 -3.64638 -1.88935
C -5.79383 -2.47542 -2.28465
O -6.38908 -1.66434 -3.01706
C -4.43318 -1.84604 -1.67128
C -3.59549 -2.63934 -0.89095
C -2.45385 -2.08228 -0.35943
N -2.16415 -0.78194 -0.56726
C -2.95821 -0.01873 -1.31834
C -4.11016 -0.51089 -1.90575
C -2.56919 1.42578 -1.48620
O -3.11767 2.09607 -2.32737
O -1.64125 1.80966 -0.63818
H -3.84377 -3.67650 -0.70769
H -1.74798 -2.65537 0.23012
H -4.71544 0.13613 -2.52146
N -0.09396 2.81042 1.24468
N 0.87160 3.66468 0.72406
C 1.72761 3.26890 -0.23223
N 2.51095 4.21515 -0.75290
S 1.90117 1.68009 -0.77478
H -0.98078 2.92322 0.73603
H -0.23571 3.00526 2.22876
H 0.73724 4.65431 0.85727
H 2.48672 5.17330 -0.44896
H 3.19421 3.93652 -1.43565

Cartesian forces (eV/Å) of the 3 atoms listed first:
-0.804 -0.553 -0.013
-0.083 0.047 -0.169
-0.156 0.161 0.077

As for the net charge: 0. Its LUMO energy is -2.17 eV. The HOMO-LUMO gap comes out at 0.18859 Ha. The HOMO energy is -7.3 eV. Its spin multiplicity is 1.



Entry from OMol25: a structure of composition C16H16AlCl3N3O3 (the ωB97M-V functional and the def2-TZVPD basis).

Geometry (Å):
Al 0.22640 0.96329 0.13742
Cl -1.50275 1.63463 5.24866
C -0.04947 1.32207 4.38434
Cl 1.27246 0.61990 5.26931
Cl -2.53473 -0.68772 2.86012
C 0.02131 1.35428 3.05635
N 0.18393 1.48128 1.88790
C -0.18189 -0.86543 -0.17429
C 0.14427 -2.20734 -0.13104
C 1.02450 -2.80682 -1.08213
C 1.26027 -4.16486 -1.06656
C 0.67239 -4.97504 -0.09193
C -0.16400 -4.40565 0.87205
C -0.44376 -3.05650 0.85688
H 1.48254 -2.17099 -1.83111
H 1.91789 -4.60301 -1.80826
H 0.86740 -6.04032 -0.08273
H -0.61084 -5.03084 1.63573
H -1.08680 -2.59810 1.60370
C -3.16118 0.64003 0.05133
N -3.16356 1.92669 -0.66881
C -4.44328 2.54384 -0.98646
C -2.05095 2.55094 -0.93719
O -0.90123 2.17972 -0.61262
H -4.10322 0.12870 -0.12851
H -3.01312 0.74257 1.13237
H -2.34633 0.01946 -0.31419
H -5.13018 1.77251 -1.32689
H -4.32067 3.28262 -1.77664
H -4.86426 3.02378 -0.10245
H -2.14723 3.48559 -1.49222
O 3.54265 1.63142 1.24790
C 3.28070 1.44194 0.08877
C 4.31838 1.18497 -1.00054
C 3.53049 1.26887 -2.30041
C 2.09047 1.20553 -1.83467
O 1.11841 1.01846 -2.54636
N 2.00231 1.40059 -0.47283
H 4.72180 0.18636 -0.82703
H 5.13603 1.89674 -0.90967
H 3.73214 0.47974 -3.02170
H 3.67271 2.22613 -2.80555

Cartesian forces (eV/Å) of the 3 atoms listed first:
0.286 -0.050 0.465
0.006 0.100 0.025
0.084 -0.115 -0.089

As for the net charge: -1. Its LUMO energy (spin up / spin down) is 2.35 / 2.06 eV. The HOMO-LUMO gap (spin up / spin down) comes out at 0.22732 / 0.21870 Ha. The HOMO energy (spin up / spin down) is -3.8 / -3.9 eV. Its spin multiplicity is 1.



Entry from OMol25: a structure of composition C16H16AuClN2S2 (the ωB97M-V functional and the def2-TZVPD basis).

Geometry (Å):
Au 0.22621 -0.31864 -0.27788
S 0.49960 2.82357 0.53132
C 1.94396 2.00988 0.30961
N 2.04722 0.72336 -0.03330
C 3.34443 0.27538 -0.18242
C 3.72994 -1.00599 -0.56585
C 5.07998 -1.29503 -0.65808
C 6.04158 -0.32476 -0.37629
C 5.66423 0.95559 -0.00384
C 4.31177 1.24914 0.08918
S 3.52309 2.74613 0.50748
H 2.97851 -1.74859 -0.80785
H 5.39404 -2.28461 -0.96312
H 7.09199 -0.56952 -0.45787
H 6.40924 1.71122 0.20812
C 1.46656 -1.20191 2.29076
N 0.12717 -0.95989 1.71047
C -0.55943 0.08710 2.51483
C -0.68312 -2.21413 1.76011
C -1.70114 -2.21224 0.65765
C -2.79980 -3.06208 0.68379
C -3.67679 -3.08909 -0.38679
C -3.45418 -2.26454 -1.48051
C -2.35975 -1.41164 -1.51498
C -1.47846 -1.37940 -0.44267
H 1.34938 -1.59133 3.30551
H 2.01991 -0.26728 2.32047
H 2.00755 -1.92152 1.68012
H -0.62164 -0.25339 3.55186
H -1.55857 0.24350 2.11355
H -0.00536 1.01910 2.44290
H -1.15625 -2.27080 2.74436
H -0.00364 -3.06309 1.67232
H -2.96797 -3.70116 1.54344
H -4.53294 -3.75046 -0.36800
H -4.13705 -2.28620 -2.32003
H -2.19535 -0.77311 -2.36947
Cl 0.25749 0.19051 -2.48969

Cartesian forces (eV/Å) of the 3 atoms listed first:
0.074 -0.080 -0.369
0.094 0.058 0.051
-0.059 -0.039 -0.017

As for the net charge: 0. Its LUMO energy is -0.40 eV. The HOMO-LUMO gap comes out at 0.26156 Ha. The HOMO energy is -7.5 eV. Its spin multiplicity is 1.